Entry 1:
{
  "formula": "C4H13N2O",
  "method": "ωB97M-V/def2-TZVPD",
  "elements": ["N", "C", "C", "C", "N", "C", "O", "H", "H", "H", "H", "H", "H", "H", "H", "H", "H", "H", "H", "H"],
  "xyz": [[-1.9133, 1.5526, 0.5301], [-0.5405, 1.5562, 1.0849], [0.2370, 0.3102, 1.0057], [0.6225, -0.3674, -0.2414], [-0.6916, -0.4916, -1.0212], [1.6827, -1.5214, -0.4515], [1.5126, -1.5612, -1.9250], [-2.5212, 0.8639, 1.0911], [-2.3652, 2.5032, 0.5012], [-0.6429, 1.7384, 2.1834], [-0.0948, 2.4044, 0.7121], [-0.2927, -0.4083, 1.6251], [1.0034, 0.7355, 1.6381], [1.0385, 0.4889, -0.9529], [-1.2615, 0.4793, -0.6773], [-1.3027, -1.2489, -0.6714], [-0.4934, -0.7044, -2.0472], [1.4685, -2.5353, 0.0046], [2.7938, -1.3472, -0.0879], [1.7607, -2.4466, -2.3007]],
  "forces_ev_per_angstrom": [[-1.2, -1.4, 0.0], [-3.4, 0.6, 1.9], [0.3, -1.0, 2.3], [1.7, 3.0, -3.3], [-0.8, 0.0, 0.3], [-0.2, -0.6, -0.6], [1.1, -1.7, 0.7], [1.0, 1.8, -1.1], [0.7, -1.5, 0.1], [0.3, 0.0, -0.7], [1.5, 1.8, -1.2], [0.0, -0.3, 0.4], [1.4, -1.2, -0.1], [-0.1, -1.6, 1.6], [0.4, -1.5, -1.2], [0.4, 0.2, -0.2], [-0.3, 0.7, 1.6], [-0.4, 1.2, -0.5], [-2.3, 0.5, -0.9], [-0.1, 1.2, 0.7]],
  "e_lumo_ev": -2.9,
  "smiles": "NCC[C@H]([NH3+])CO",
  "total_charge": 1,
  "max_force_ev_per_a": 4.775,
  "homo_lumo_gap_ev": 11.2
}

Entry 2:
{
  "formula": "C47H90N3O12Rb",
  "method": "ωB97M-V/def2-TZVPD",
  "elements": ["Rb", "C", "C", "C", "C", "C", "C", "N", "O", "C", "C", "C", "H", "H", "H", "H", "H", "H", "H", "H", "H", "H", "H", "H", "H", "H", "H", "H", "H", "H", "C", "C", "C", "C", "C", "C", "N", "O", "C", "C", "C", "H", "H", "H", "H", "H", "H", "H", "H", "H", "H", "H", "H", "H", "H", "H", "H", "H", "H", "C", "C", "C", "C", "C", "C", "N", "O", "C", "C", "C", "H", "H", "H", "H", "H", "H", "H", "H", "H", "H", "H", "H", "H", "H", "H", "H", "H", "H", "C", "C", "C", "O", "C", "H", "H", "H", "H", "H", "H", "H", "H", "C", "C", "C", "O", "C", "H", "H", "H", "H", "H", "H", "H", "H", "C", "C", "C", "O", "C", "H", "H", "H", "H", "H", "H", "H", "H", "C", "C", "C", "O", "C", "O", "O", "H", "H", "H", "H", "H", "H", "C", "C", "C", "O", "C", "O", "O", "H", "H", "H", "H", "H", "H"],
  "xyz": [[2.6170, 1.0595, 0.2608], [2.7670, 6.3825, 1.7804], [2.7004, 4.8715, 1.9292], [2.1346, 4.5676, 3.3390], [0.6661, 4.9362, 3.4691], [-0.1574, 4.2890, 2.3497], [0.4593, 4.3175, 0.9171], [1.9055, 4.1227, 0.9524], [2.4917, 4.2072, -0.3201], [-0.0851, 5.5499, 0.1904], [-0.1445, 3.0372, 0.3082], [4.0955, 4.2459, 1.9585], [1.8326, 6.8724, 1.5161], [3.5394, 6.7402, 1.0951], [3.0191, 6.8829, 2.7293], [2.6441, 5.1385, 4.1246], [2.2354, 3.4993, 3.5479], [0.4868, 6.0161, 3.5156], [0.1737, 4.5513, 4.3695], [-1.1221, 4.8171, 2.3223], [-0.4564, 3.2799, 2.6490], [0.3792, 5.6518, -0.7969], [0.1373, 6.4802, 0.7094], [-1.1455, 5.4363, -0.0542], [-1.2440, 3.0772, 0.3240], [0.0907, 2.1819, 0.9478], [0.1321, 2.7757, -0.7161], [4.8544, 4.9133, 2.3853], [4.4526, 4.1602, 0.9260], [4.0919, 3.2666, 2.4332], [5.9716, 0.6043, -4.0927], [5.1310, 1.7582, -4.7025], [5.0805, 1.6486, -6.2365], [4.0620, 0.6695, -6.7827], [2.7055, 1.0110, -6.1693], [2.7191, 0.9496, -4.6291], [3.7977, 1.7283, -4.1362], [3.7819, 2.0529, -2.7791], [2.7568, -0.5343, -4.2054], [1.3703, 1.5047, -4.1837], [5.7724, 3.0972, -4.3577], [6.8518, 0.9557, -3.5376], [6.4297, -0.0604, -4.8422], [5.4306, -0.0297, -3.3927], [6.0823, 1.3572, -6.5767], [4.8671, 2.6488, -6.6275], [4.3050, -0.3620, -6.5229], [3.9203, 0.8557, -7.8522], [1.9206, 0.3687, -6.5857], [2.4865, 2.0518, -6.4392], [2.9166, -0.5706, -3.1294], [3.5309, -1.1011, -4.7308], [1.8382, -1.0968, -4.4336], [1.2768, 2.5794, -4.3413], [1.1883, 1.3176, -3.1184], [0.5104, 0.9878, -4.6346], [6.6455, 3.2796, -5.0046], [6.1108, 3.1513, -3.3255], [5.1000, 3.9404, -4.5258], [0.2769, -3.6222, 0.0603], [0.5038, -2.0936, -0.1517], [-0.7603, -1.4739, -0.7852], [-2.0097, -1.4218, 0.0812], [-1.6080, -0.6818, 1.3353], [-0.3863, -1.2353, 2.0750], [0.6933, -1.3351, 1.0987], [1.9714, -1.5324, 1.6475], [-0.8187, -2.5216, 2.8141], [0.0348, -0.2301, 3.1460], [1.6321, -1.8908, -1.1800], [-0.7900, -3.8515, 0.0128], [0.7198, -3.9159, 1.0126], [0.7476, -4.2068, -0.7367], [-0.8970, -1.6350, -1.8596], [-0.4400, -0.4215, -0.9151], [-2.3198, -2.4523, 0.3034], [-2.8135, -0.9242, -0.4630], [-2.4687, -0.6147, 2.0192], [-1.4173, 0.3460, 1.0026], [0.0154, -2.9320, 3.3926], [-1.0360, -3.2940, 2.0753], [-1.6620, -2.4092, 3.4965], [0.8188, -0.6467, 3.7761], [-0.8311, -0.0820, 3.8042], [0.3573, 0.7077, 2.6942], [1.6059, -0.8256, -1.4130], [1.5369, -2.4797, -2.0884], [2.6098, -2.0597, -0.7255], [0.2988, 2.7054, 8.4011], [0.4482, 1.5711, 7.3630], [-0.0760, 2.1418, 6.0226], [-0.7377, 3.3473, 6.3817], [-0.1485, 3.8920, 7.5378], [1.2445, 2.8447, 8.9209], [-0.4727, 2.4100, 9.1139], [-0.0739, 0.6922, 7.7373], [1.5064, 1.3239, 7.2616], [-0.7397, 1.3945, 5.6005], [0.7984, 2.3432, 5.4008], [-0.8611, 4.5361, 8.0454], [0.7670, 4.4342, 7.2626], [-3.5704, -7.5592, 4.2138], [-2.5773, -7.6800, 3.0551], [-2.3112, -6.2084, 2.6298], [-2.6426, -5.4564, 3.7840], [-3.7459, -6.0663, 4.4091], [-3.2108, -8.0745, 5.1048], [-4.5296, -8.0191, 3.9639], [-3.0412, -8.2589, 2.2581], [-1.6215, -8.0753, 3.3914], [-3.0052, -5.8971, 1.8360], [-1.2880, -6.0655, 2.2951], [-4.6604, -5.6859, 3.9273], [-3.8683, -5.7651, 5.4499], [-5.0400, 3.8916, 1.5260], [-4.4753, 2.5072, 1.8031], [-4.1954, 2.4729, 3.2868], [-5.3477, 3.1634, 3.7943], [-5.7967, 4.1429, 2.8562], [-5.6784, 3.9465, 0.6502], [-4.2224, 4.6137, 1.4754], [-3.6385, 2.2016, 1.1707], [-5.2309, 1.7874, 1.4635], [-3.1844, 2.8271, 3.5178], [-4.2310, 1.4664, 3.7078], [-5.5943, 5.1417, 3.2436], [-6.8605, 3.9508, 2.7004], [-1.7295, -1.5476, -4.4497], [-1.4811, -2.4792, -5.6094], [-0.8550, -1.8916, -6.8728], [0.2149, -2.7941, -7.1747], [0.4639, -3.6201, -6.1321], [1.3903, -4.3645, -6.0887], [-0.5125, -3.5056, -5.2168], [-0.8069, -1.1689, -4.0185], [-2.3073, -2.1447, -3.7442], [-2.3747, -0.7432, -4.8093], [-2.3220, -3.1404, -5.8224], [-0.4125, -0.8951, -6.8565], [-1.5590, -1.9289, -7.7070], [-1.9165, -7.3433, -2.6851], [-3.1638, -6.6079, -2.2575], [-2.8953, -5.3930, -1.3821], [-3.3457, -4.2950, -2.1543], [-3.9046, -4.7147, -3.3011], [-4.4028, -3.9710, -4.0839], [-3.8134, -6.0575, -3.4261], [-1.4216, -7.7302, -1.7870], [-1.2400, -6.7116, -3.2537], [-2.1597, -8.2697, -3.2091], [-3.9485, -7.2336, -1.8291], [-1.8527, -5.3033, -1.0720], [-3.4066, -5.4390, -0.4171]],
  "forces_ev_per_angstrom": [[0.2, 0.5, -0.3], [0.5, 1.3, 0.1], [-0.4, -0.7, 1.4], [-0.9, 0.4, 0.4], [-0.9, -0.5, -0.3], [-0.2, 0.8, 0.1], [-0.7, -0.8, 0.7], [0.5, -0.3, 0.2], [-0.5, 0.0, 0.1], [0.5, 0.1, -1.2], [-0.5, -0.4, -0.4], [0.7, 0.7, -1.3], [-0.1, -0.3, -0.3], [-0.2, -0.3, -0.3], [0.1, -0.4, 0.1], [0.5, -0.2, -0.2], [0.1, 0.0, -0.1], [0.3, 0.1, -0.3], [0.5, 0.1, 0.3], [0.0, 0.0, -0.2], [0.5, -0.2, 0.0], [0.4, -0.2, 0.2], [-0.4, 0.0, 0.2], [-0.1, 0.1, 0.5], [0.0, 0.2, 0.0], [0.2, 0.1, 0.0], [0.3, 0.4, 0.0], [-0.3, -0.1, 0.6], [-0.4, -0.3, 0.0], [0.1, 0.0, 0.1], [1.3, -0.5, 0.0], [-0.7, -0.9, 0.4], [0.4, 0.0, 0.1], [-0.9, 0.6, 0.4], [0.4, 0.3, 0.2], [-0.5, -0.9, -1.0], [-0.2, 1.9, -0.3], [0.0, -1.0, 0.2], [0.0, -0.5, 0.0], [-0.6, 0.0, 1.1], [0.6, 0.5, -0.1], [-0.2, 0.2, 0.1], [-0.3, 0.0, -0.2], [-0.3, 0.3, 0.0], [0.0, 0.2, -0.1], [-0.1, 0.0, -0.1], [0.2, -0.1, -0.4], [0.5, -0.6, -0.2], [0.0, 0.0, 0.1], [-0.2, -0.1, 0.0], [0.2, -0.1, 0.0], [0.2, 0.2, 0.2], [-0.2, 0.3, 0.1], [0.2, 0.0, -0.1], [0.4, 0.3, 0.0], [0.3, 0.0, -0.6], [0.1, -0.2, 0.0], [-0.2, -0.1, 0.1], [-0.3, -0.2, 0.0], [0.4, 0.1, -0.2], [-1.5, -0.9, -0.2], [0.6, 1.9, -0.9], [0.9, -1.0, -0.4], [-0.9, 0.8, 0.2], [-0.3, 0.0, -0.1], [1.2, 0.7, -0.9], [-0.2, -0.4, 0.2], [0.8, -0.8, -0.4], [-0.3, -0.3, 0.2], [0.2, 0.9, 1.4], [0.0, -0.1, 0.3], [0.0, -0.1, 0.0], [0.1, 0.0, 0.0], [-0.3, -1.3, 0.2], [-0.2, 0.1, 0.4], [-0.3, 0.1, 0.1], [-0.1, 0.0, 0.1], [0.2, -0.1, 0.1], [0.2, 0.0, 0.3], [0.1, 0.2, 0.0], [-0.4, 0.0, 0.2], [-0.1, 0.2, -0.1], [0.2, 0.1, -0.3], [0.0, 0.3, -0.1], [0.0, 0.1, 0.1], [0.1, 0.0, -0.5], [-0.3, 0.0, 0.0], [-0.1, -0.3, 0.1], [-0.4, -0.5, -0.4], [0.6, 0.1, 0.3], [0.7, -0.3, 1.6], [-0.9, -0.1, -0.4], [1.0, -0.5, 0.2], [-0.1, 0.3, 0.1], [0.0, 0.2, 0.1], [-0.1, -0.1, -0.4], [-0.1, -0.2, 0.0], [-0.3, 0.5, -0.6], [-0.3, 0.1, -0.4], [0.0, 0.2, -0.2], [-0.2, 0.4, 0.0], [-0.4, -0.6, 0.1], [0.0, 0.7, -0.2], [-1.2, -0.7, 0.2], [1.0, 0.5, 0.5], [-0.6, 0.4, -0.3], [0.1, 0.2, 0.1], [0.1, 0.0, 0.0], [0.5, -0.2, -0.1], [-0.1, -0.4, -0.1], [0.1, -0.1, -0.2], [0.0, 0.4, 0.3], [-0.1, -0.3, -0.2], [0.6, 0.1, 0.0], [0.6, 0.3, 1.3], [0.2, -1.1, -1.6], [-0.8, -0.8, -0.6], [0.7, 0.4, 0.6], [0.1, -0.5, -0.5], [0.1, 0.0, -0.1], [-0.1, 0.0, -0.4], [0.4, 0.5, 0.2], [-0.2, -0.1, 0.7], [-0.3, 0.8, 0.2], [-0.1, 0.0, -0.1], [-0.3, 0.1, 0.0], [-0.1, 0.4, 0.2], [-0.7, -0.7, -0.5], [0.7, -0.8, 0.3], [0.1, -0.4, -0.7], [0.2, 0.0, -0.2], [-0.4, 0.2, -0.2], [0.0, -0.2, 0.1], [0.6, 0.3, 0.3], [0.0, 0.1, -0.1], [0.1, 0.4, 0.4], [0.1, 0.2, 0.2], [-0.5, 0.8, -0.2], [-0.2, 0.1, 0.7], [0.0, 0.0, 0.0], [-0.3, -1.0, 0.8], [-0.3, -0.1, -0.6], [0.3, -0.3, 0.9], [0.1, 0.2, 0.3], [0.2, 0.0, 0.1], [-0.1, -0.1, -0.4], [0.0, 0.6, 0.0], [0.2, 0.4, 0.0], [0.0, 0.0, 0.0], [-0.1, 0.3, -0.5], [0.4, -0.3, 0.2], [0.2, 0.3, -0.7], [-0.5, 0.1, -0.3]],
  "e_lumo_ev": 3.0,
  "total_charge": -2,
  "max_force_ev_per_a": 2.145,
  "homo_lumo_gap_ev": 2.6
}

Entry 3:
{
  "formula": "C16H22N2O6S",
  "method": "ωB97M-V/def2-TZVPD",
  "elements": ["C", "N", "S", "O", "O", "C", "C", "C", "C", "C", "C", "O", "O", "C", "C", "O", "N", "C", "C", "C", "O", "C", "C", "C", "C", "H", "H", "H", "H", "H", "H", "H", "H", "H", "H", "H", "H", "H", "H", "H", "H", "H", "H", "H", "H", "H", "H"],
  "xyz": [[1.0944, -2.6125, 0.6988], [1.9328, -1.4272, 0.6097], [3.0911, -1.4516, -0.6242], [4.3681, -1.8521, -0.1047], [2.5312, -2.1746, -1.7246], [3.1565, 0.2877, -1.0467], [4.3606, 0.9512, -1.1840], [4.3569, 2.2888, -1.5548], [3.1583, 2.9534, -1.7578], [1.9515, 2.2812, -1.5896], [0.6409, 2.9722, -1.7579], [0.3990, 3.8654, -2.5222], [-0.2330, 2.4323, -0.8962], [-1.6251, 2.6944, -1.0245], [-2.3494, 1.3460, -1.1670], [-3.1655, 1.1713, -2.0484], [-1.9834, 0.3778, -0.3025], [-2.3924, -0.9928, -0.5557], [-3.0175, -1.6186, 0.6956], [-3.3058, -3.0977, 0.4885], [-2.1311, -1.4942, 1.7945], [-1.8418, -0.1422, 2.0768], [-0.9534, -0.0929, 3.3117], [-1.1493, 0.5185, 0.8712], [1.9574, 0.9301, -1.2558], [1.6034, -3.4541, 1.1757], [0.1833, -2.3780, 1.2514], [0.8461, -2.8933, -0.3228], [2.4034, -1.2234, 1.4802], [5.2770, 0.4115, -1.0036], [5.2912, 2.8140, -1.6814], [3.1424, 3.9954, -2.0393], [-1.8181, 3.2881, -1.9231], [-1.9740, 3.2472, -0.1462], [-3.1063, -0.9833, -1.3798], [-1.5081, -1.5758, -0.8409], [-3.9518, -1.0802, 0.9320], [-4.0111, -3.2287, -0.3263], [-3.7247, -3.5194, 1.3974], [-2.3845, -3.6245, 0.2556], [-2.7895, 0.3910, 2.2741], [-0.7687, 0.9374, 3.6012], [-0.0056, -0.5825, 3.1056], [-1.4412, -0.6130, 4.1309], [-0.9659, 1.5659, 1.0936], [-0.1877, 0.0176, 0.7062], [1.0396, 0.3743, -1.1705]],
  "forces_ev_per_angstrom": [[-0.2, -0.4, -0.1], [0.7, 0.2, -0.7], [-0.1, 0.3, 0.5], [0.0, 0.3, 0.1], [-0.3, 0.0, -0.1], [0.0, -0.5, 0.2], [0.1, -0.1, 0.0], [0.0, 0.0, 0.0], [-0.2, 0.0, 0.0], [0.1, -0.3, 0.0], [0.2, 0.2, -0.2], [0.0, 0.0, 0.1], [-0.1, -0.1, 0.2], [-0.4, 0.1, -0.4], [0.2, 0.5, 0.0], [-0.2, 0.1, -0.3], [0.0, -0.4, 0.2], [-0.3, -0.1, 0.1], [-0.1, -0.1, -0.5], [0.1, 0.5, 0.2], [0.0, -0.1, 0.1], [0.3, 0.5, 0.1], [-0.4, -0.1, -0.4], [-0.2, -0.1, 0.5], [-0.1, 0.3, -0.1], [0.0, 0.0, 0.0], [0.0, 0.0, -0.1], [-0.2, -0.1, 0.1], [0.2, 0.1, 0.1], [0.1, 0.0, 0.0], [0.1, 0.0, 0.0], [0.0, 0.1, 0.0], [0.0, -0.2, 0.2], [0.1, -0.1, -0.1], [0.1, -0.1, 0.1], [0.0, 0.0, 0.0], [0.1, 0.0, 0.0], [-0.1, -0.1, -0.1], [-0.1, -0.1, 0.1], [0.1, -0.1, -0.1], [0.1, -0.1, -0.1], [0.1, 0.1, 0.1], [0.2, -0.1, 0.0], [0.0, 0.0, 0.1], [0.0, 0.0, 0.0], [0.0, 0.1, 0.1], [-0.2, 0.0, 0.1]],
  "e_lumo_ev": 0.1,
  "smiles": "CNS(=O)(=O)c1cccc(C(=O)OCC(=O)N2C[C@@H](C)O[C@@H](C)C2)c1",
  "max_force_ev_per_a": 1.006,
  "homo_lumo_gap_ev": 9.5
}

Question: What is the formula in the second record?
Answer: C47H90N3O12Rb

Question: Number 1 is which compound?
Answer: C4H13N2O